No. 1
Below is a structure of composition C42H47ClILuN7O7PS2 in a non-equilibrium geometry, with properties calculated with the ωB97M-V functional and the def2-TZVPD basis.

Summary:
Lowest unoccupied orbital energy   0.0626 eV
Kohn-Sham gap   7.111 eV
Highest occupied orbital energy   -7.048 eV
Energy above the lowest of the compared OMol25 structures with the same formula, charge and spin   0.000 eV

The geometry in ORCA input format:
```
! wB97M-V def2-TZVPD RIJCOSX def2/J DEFGRID3
* xyz 0 1
Lu -1.533 1.245 1.748
N -1.526 3.111 -2.280
C -1.376 1.673 -2.610
C -0.702 0.810 -1.511
O 0.224 0.042 -1.863
O -1.192 0.924 -0.318
H -1.443 3.647 -3.110
H -2.419 3.247 -1.830
H -0.704 1.735 -3.427
H -2.347 1.109 -2.732
N 0.947 0.429 1.671
C 0.975 -0.872 2.298
C -0.240 -1.731 1.839
N -1.512 -0.956 1.769
H 0.995 0.433 0.623
H 1.708 1.008 2.014
H 0.963 -0.764 3.421
H 1.864 -1.504 2.045
H -0.413 -2.511 2.678
H 0.081 -2.263 0.844
H -2.094 -1.308 2.593
H -2.012 -1.282 0.940
I 0.132 -5.263 -3.346
C 1.793 -6.159 -4.284
C 1.862 -7.508 -3.981
C 2.946 -8.260 -4.505
C 3.919 -7.706 -5.247
C 3.888 -6.308 -5.493
C 4.883 -5.810 -6.325
C 4.809 -4.512 -6.780
C 3.645 -3.774 -6.516
C 2.862 -4.131 -5.408
P 1.972 -2.847 -4.487
C 2.363 -1.309 -5.385
C 3.644 -0.743 -5.398
C 3.903 0.345 -6.267
C 2.912 0.736 -7.174
C 1.654 0.129 -7.112
C 1.384 -0.891 -6.285
C 3.090 -2.539 -3.102
C 3.074 -1.233 -2.517
C 3.754 -1.032 -1.297
C 4.433 -2.133 -0.780
C 4.579 -3.390 -1.419
C 3.923 -3.586 -2.588
C 2.746 -5.517 -5.069
H 1.085 -8.001 -3.462
H 3.023 -9.308 -4.202
H 4.653 -8.368 -5.657
H 5.781 -6.364 -6.539
H 5.564 -4.244 -7.504
H 3.400 -2.895 -6.998
H 4.479 -1.164 -4.736
H 4.909 0.730 -6.294
H 3.202 1.509 -7.882
H 0.849 0.298 -7.848
H 0.381 -1.370 -6.279
H 2.488 -0.460 -2.985
H 3.615 -0.124 -0.734
H 5.008 -1.963 0.185
H 5.181 -4.195 -0.916
H 3.825 -4.561 -3.087
N -4.710 5.323 7.520
C -3.797 4.466 6.984
C -2.927 4.917 5.901
C -2.174 3.931 5.190
C -1.996 2.665 5.804
C -2.903 2.235 6.841
C -3.738 3.144 7.423
S -1.014 1.459 4.964
O -0.529 2.107 3.722
O 0.017 1.025 5.885
N -1.958 0.308 4.334
C -2.376 -0.821 4.990
N -2.915 -1.768 4.219
C -3.584 -2.744 4.824
C -3.579 -2.914 6.178
C -2.933 -1.900 6.896
N -2.343 -0.892 6.335
H -4.831 6.283 7.148
H -5.080 5.159 8.454
H -2.886 5.990 5.648
H -1.600 4.222 4.247
H -2.824 1.177 7.209
H -4.393 2.814 8.237
H -4.132 -3.431 4.189
H -3.972 -3.829 6.618
H -2.878 -1.817 8.002
Cl -7.237 0.300 0.911
C -6.029 1.443 1.641
C -4.602 1.511 1.024
O -4.550 1.749 -0.179
O -3.612 1.245 1.829
H -5.968 1.347 2.795
H -6.484 2.408 1.517
O -0.867 3.313 1.256
S -0.371 4.255 0.080
C 0.944 5.280 0.775
C 0.351 6.345 1.680
C -1.114 6.705 1.262
C -1.589 5.669 0.270
H 1.422 5.659 -0.110
H 1.643 4.661 1.320
H 1.021 7.190 1.722
H 0.288 5.956 2.713
H -1.047 7.635 0.699
H -1.782 6.794 2.151
H -1.766 6.037 -0.774
H -2.456 5.082 0.556
*
```

Löwdin atomic charge list, values in e, 8 entries:
1 Lu 1.662
2 N -0.036
3 C -0.155
4 C -0.584
5 O 0.002
6 O -0.238
7 H 0.053
8 H 0.060

No. 2
Below is a structure of composition C22H37BrO3SSiTl in a non-equilibrium geometry, with properties calculated with the ωB97M-V functional and the def2-TZVPD basis.

Summary:
Lowest unoccupied orbital energy (alpha / beta)   0.9366 / 1.0689 eV
Kohn-Sham gap (alpha / beta)   5.152 / 5.098 eV
Highest occupied orbital energy (alpha / beta)   -4.216 / -4.029 eV

The geometry in ORCA input format:
```
! wB97M-V def2-TZVPD RIJCOSX def2/J DEFGRID3
* xyz -1 1
C -1.531 -1.002 -5.320
C -1.613 -2.017 -4.337
C -2.341 -1.486 -3.223
H -1.145 -2.996 -4.378
C -2.646 -0.119 -3.503
C -2.170 0.172 -4.806
H -2.312 1.102 -5.343
H -1.062 -1.100 -6.298
H -2.610 -2.038 -2.322
H -3.138 0.579 -2.811
Tl -0.280 -1.295 -1.413
Br 1.486 -2.957 -2.621
C 2.459 1.275 -3.146
C 1.632 2.057 -4.012
C 1.523 1.356 -5.252
H 1.182 3.016 -3.770
C 2.277 0.152 -5.161
C 2.831 0.087 -3.847
H 3.432 -0.724 -3.449
H 2.694 1.502 -2.104
H 0.988 1.705 -6.135
H 2.371 -0.609 -5.933
C 1.434 3.455 2.006
C 1.978 2.077 2.352
C 2.945 1.685 1.239
C 2.675 2.125 3.714
O 0.877 1.148 2.515
Si -0.104 0.451 1.367
S -0.326 1.471 -0.347
O 0.623 -1.041 1.010
C 0.853 -2.110 1.989
C 1.466 -3.310 1.275
C 1.847 -1.603 3.020
C -0.450 -2.565 2.635
O -1.517 0.074 2.169
C -2.919 0.138 1.800
C -3.243 -0.626 0.520
C -3.707 -0.446 2.974
C -3.318 1.590 1.585
H 2.248 4.193 2.047
H 0.652 3.748 2.716
H 1.014 3.443 0.993
H 3.818 2.356 1.311
H 3.279 0.643 1.326
H 2.473 1.831 0.257
H 1.956 2.400 4.498
H 3.119 1.154 3.966
H 3.477 2.870 3.715
H 2.401 -3.040 0.773
H 1.703 -4.098 2.008
H 0.778 -3.757 0.547
H 1.404 -0.784 3.603
H 2.106 -2.440 3.690
H 2.754 -1.252 2.502
H -0.883 -1.759 3.242
H -1.170 -2.893 1.866
H -0.217 -3.422 3.289
H -2.862 -1.657 0.545
H -4.341 -0.658 0.419
H -2.838 -0.101 -0.356
H -3.497 0.108 3.899
H -4.785 -0.377 2.785
H -3.471 -1.506 3.130
H -3.061 2.182 2.470
H -2.795 1.989 0.707
H -4.404 1.653 1.416
*
```

natural (NBO) atomic charge list, values in e, 8 entries:
1 C -0.238
2 C -0.329
3 C -0.253
4 H 0.231
5 C -0.342
6 C -0.235
7 H 0.202
8 H 0.205

No. 3
Below is the molecule C15H15N3O3S2, with properties calculated with the ωB97M-V functional and the def2-TZVPD basis.

Summary:
Lowest unoccupied orbital energy   -0.0697 eV
Kohn-Sham gap   8.323 eV
Highest occupied orbital energy   -8.393 eV
Energy above the lowest of the compared OMol25 structures with the same formula, charge and spin   0.914 eV
SMILES   Cc1ccc(NS(=O)(=O)c2c(C)nc3sccn3c2=O)cc1C

The geometry in ORCA input format:
```
! wB97M-V def2-TZVPD RIJCOSX def2/J DEFGRID3
* xyz 0 1
C 0.186 -0.501 -4.797
C -0.293 0.181 -3.551
C -1.586 -0.023 -3.090
C -2.051 0.590 -1.941
C -1.215 1.443 -1.232
N -1.650 2.075 -0.061
S -0.581 2.149 1.219
O 0.402 3.156 0.947
O -1.350 2.290 2.413
C 0.185 0.515 1.212
C 1.527 0.223 1.223
C 2.614 1.235 1.217
N 1.963 -1.059 1.245
C 1.081 -2.003 1.277
S 1.462 -3.694 1.333
C -0.236 -4.077 1.356
C -1.000 -2.976 1.320
N -0.266 -1.814 1.276
C -0.815 -0.504 1.225
O -2.019 -0.368 1.184
C 0.079 1.662 -1.691
C 0.548 1.040 -2.837
C 1.951 1.295 -3.297
H -0.590 -1.143 -5.207
H 0.461 0.233 -5.553
H 1.067 -1.109 -4.591
H -2.245 -0.682 -3.637
H -3.055 0.409 -1.589
H -2.555 1.761 0.262
H 2.214 2.238 1.121
H 3.180 1.150 2.143
H 3.298 1.013 0.400
H -0.554 -5.098 1.396
H -2.072 -2.902 1.324
H 0.713 2.339 -1.143
H 1.955 1.698 -4.309
H 2.526 0.369 -3.309
H 2.445 2.004 -2.639
*
```

natural (NBO) atomic charge list, values in e, 8 entries:
1 C -0.626
2 C -0.046
3 C -0.180
4 C -0.274
5 C 0.214
6 N -0.847
7 S 2.334
8 O -0.941

No. 4
Below is a structure of composition C17H29B2ClINO4Si2, with properties calculated with the ωB97M-V functional and the def2-TZVPD basis.

Summary:
Lowest unoccupied orbital energy   0.2550 eV
Kohn-Sham gap   9.546 eV
Highest occupied orbital energy   -9.291 eV

The geometry in ORCA input format:
```
! wB97M-V def2-TZVPD RIJCOSX def2/J DEFGRID3
* xyz 0 1
C 5.074 1.367 0.072
C 5.603 0.592 -1.121
O 4.856 -0.625 -1.292
B 4.273 -0.926 -2.498
O 4.832 -0.624 -3.700
Si 2.505 -1.924 -2.491
O 1.185 -0.865 -2.460
Si 1.315 0.527 -1.628
Cl 2.392 1.907 -2.728
C -0.389 1.208 -1.329
I -0.160 2.983 -0.143
C -1.336 0.120 -0.769
C -2.216 0.483 0.416
B 2.468 -3.200 -0.943
N 1.829 -2.887 0.358
O 3.102 -4.385 -1.160
H 4.324 2.098 -0.223
H 4.626 0.697 0.799
H 5.893 1.913 0.536
H 5.536 1.205 -2.020
H 6.648 0.331 -0.960
H 5.615 -0.070 -3.644
H 2.415 -2.696 -3.754
H 1.997 0.299 -0.343
H -0.782 1.566 -2.278
H -0.779 -0.790 -0.543
H -2.008 -0.140 -1.589
H -1.645 0.670 1.323
H -2.842 1.346 0.199
H -2.893 -0.340 0.644
H 1.387 -3.728 0.722
H 2.544 -2.620 1.030
H 3.185 -4.900 -0.352
C -4.990 -0.179 -3.017
C -5.102 0.859 -2.102
C -6.302 1.079 -1.443
C -7.391 0.257 -1.695
C -7.280 -0.782 -2.608
C -6.081 -0.999 -3.270
H -4.054 -0.349 -3.533
H -4.250 1.498 -1.903
H -6.389 1.891 -0.732
H -8.328 0.427 -1.179
H -8.130 -1.423 -2.804
H -5.995 -1.807 -3.985
C -0.263 1.987 5.481
C 0.100 0.964 6.346
C 0.839 -0.113 5.876
C 1.219 -0.164 4.543
C 0.860 0.861 3.678
C 0.116 1.934 4.147
H -0.842 2.825 5.846
H -0.194 1.006 7.387
H 1.118 -0.913 6.550
H 1.797 -1.003 4.177
H 1.157 0.823 2.637
H -0.169 2.729 3.469
*
```

natural (NBO) atomic charge list, values in e, 8 entries:
1 C -0.633
2 C -0.068
3 O -0.734
4 B 0.749
5 O -0.884
6 Si 0.982
7 O -1.226
8 Si 1.665